The following is a DFT calculation (the ωB97M-V functional and the def2-TZVPD basis) of a molecular structure, C39H31ClN6O4SSc.

For the frontier orbital gap, the calculation gives 6.79 eV. The calculation puts the energy relative to the best compared isomer or geometry (same formula, charge and spin) at 20.4 kcal per mole. The calculation puts the LUMO energy at 1.7 eV. As for the charge: -1. The total energy comes out at -3753.69945 Eh. As for the highest occupied orbital energy: -5.08 eV.

Positions of all 83 atoms, in Å:
Sc -0.17371 0.08562 -0.23381
C 0.18933 -0.89587 3.48992
C 0.48120 -2.29855 3.04050
C 1.30768 -3.12369 3.79369
C 1.59006 -4.41574 3.38040
C 1.03182 -4.89116 2.20609
C 0.19752 -4.09266 1.43009
C -0.40836 -4.63070 0.17197
C -0.06828 -2.78411 1.84318
N -0.87016 -1.87269 1.10581
C -2.17899 -2.12447 1.12241
O -2.80316 -3.14680 1.43455
C -2.97584 -0.86019 0.85954
C -4.33431 -0.73478 1.09309
C -4.88213 0.54371 1.08131
C -4.06663 1.65236 0.90917
C -2.71493 1.43495 0.68479
N -2.23287 0.20691 0.59557
C -1.67317 2.53393 0.73334
O -2.06302 3.68760 0.54360
N -0.45075 2.07270 1.07614
C 0.44337 3.07912 1.51968
C 1.75018 3.19715 1.01385
C 2.40995 2.16596 0.14230
C 2.54622 4.26708 1.41208
C 2.11225 5.18606 2.34953
C 0.87157 5.00006 2.93273
C 0.03845 3.95759 2.54703
C -1.26490 3.78450 3.27688
H 0.68996 -0.68556 4.43539
H -0.88400 -0.73482 3.61478
H 0.53460 -0.16098 2.75868
H 1.74609 -2.73601 4.70611
H 2.24538 -5.04699 3.96846
H 1.24578 -5.90194 1.87436
H 0.16303 -5.47885 -0.21094
H -0.42390 -3.85349 -0.58634
H -1.44281 -4.93448 0.34315
H -4.90483 -1.62455 1.31879
H -5.94175 0.67710 1.26433
H -4.42839 2.66861 0.96942
H 1.75148 1.54595 -0.46165
H 2.96905 1.46764 0.76860
H 3.10681 2.63551 -0.55469
H 3.53684 4.35708 0.97969
H 2.74419 6.01479 2.64436
H 0.53262 5.67258 3.71377
H -1.16767 4.15545 4.29838
H -1.55251 2.73210 3.32200
H -2.07371 4.32286 2.77994
Cl 2.51154 5.57191 -4.45254
C 1.58142 4.35379 -3.61158
C 0.46255 4.73720 -2.86581
C -0.29560 3.79884 -2.20985
C 0.05874 2.42821 -2.24345
O -0.65627 1.54179 -1.62605
C 1.21350 2.06902 -2.98936
C 1.54406 0.67330 -3.12571
N 1.12845 -0.22669 -2.31348
C 1.20980 -1.56328 -2.72865
C 2.30190 -2.18919 -3.26134
C 2.17981 -3.49722 -3.78124
C 0.97413 -4.13595 -3.80085
C -0.16778 -3.51656 -3.23595
C -1.45347 -4.10104 -3.22625
C -2.48212 -3.43676 -2.62894
C -2.22280 -2.20716 -1.98718
N -1.04621 -1.63155 -1.96626
C -0.03047 -2.25319 -2.63236
C 1.94694 3.03625 -3.69066
H 0.20110 5.78572 -2.80420
H -1.14707 4.08393 -1.60584
H 2.10042 0.38101 -4.02269
H 3.25537 -1.67733 -3.28809
H 3.05751 -3.98256 -4.18863
H 0.87565 -5.12517 -4.23109
H -1.60133 -5.07204 -3.68413
H -3.48141 -3.84687 -2.59184
H -3.02425 -1.70416 -1.46170
H 2.80864 2.74020 -4.27720
O 3.55559 -0.71913 1.87562
S 2.78954 -1.48977 0.89220
N 1.59749 -0.90140 0.26313

=====

The following is a DFT calculation (the ωB97M-V functional and the def2-TZVPD basis) of a molecular structure, C55H46N3O2PdS3.

For the frontier orbital gap (alpha / beta), the calculation gives 7.47 / 7.06 eV. The calculation puts the energy relative to the best compared isomer or geometry (same formula, charge and spin) at 3.3 kcal per mole. The calculation puts the LUMO energy (alpha / beta) at -2.1 / -3.2 eV. As for the charge: +1. As for the multiplicity: 5. The total energy comes out at -3760.34037 Eh. As for the highest occupied orbital energy (alpha / beta): -9.56 / -10.28 eV.

Positions of all 110 atoms, in Å:
Pd -0.26557 0.48192 0.52724
O 1.96330 -0.36849 1.76151
S 3.24642 0.05884 1.11309
C 4.12655 0.98724 2.39876
C 3.49128 2.35636 2.59511
C 3.64169 3.30259 1.39775
C 2.51026 4.31749 1.33820
S 0.92804 3.49994 0.85905
O 1.34603 2.18086 0.25049
C 0.45513 4.53902 -0.51072
C 0.89010 4.21415 -1.78622
C 0.53697 5.04128 -2.84138
C -0.24191 6.16952 -2.61349
C -0.68668 6.46916 -1.33337
C -0.34241 5.64673 -0.26967
C 4.33881 -1.35231 1.09610
C 4.07321 -2.46674 1.87085
C 4.94330 -3.54675 1.81185
C 6.06016 -3.50005 0.98943
C 6.31010 -2.37831 0.20794
C 5.43898 -1.30113 0.25017
H 5.17347 1.03986 2.09263
H 4.03957 0.38586 3.30600
H 3.92275 2.81229 3.48913
H 2.43019 2.20612 2.81636
H 3.66319 2.73302 0.46737
H 4.57846 3.85988 1.46310
H 2.69564 5.12316 0.63113
H 2.31819 4.74180 2.32613
H 1.47256 3.31431 -1.93803
H 0.86690 4.80230 -3.84358
H -0.50850 6.81540 -3.43946
H -1.30890 7.33762 -1.16285
H -0.69891 5.86222 0.73154
H 3.19096 -2.48437 2.49847
H 4.74754 -4.42854 2.40763
H 6.73719 -4.34304 0.95140
H 7.17569 -2.34889 -0.44029
H 5.60567 -0.43012 -0.37424
S -2.86954 -3.24646 -0.52528
C -3.88682 -2.34893 0.56252
C -5.18913 -2.61640 0.97229
C -5.79655 -1.71550 1.82589
C -5.11773 -0.57745 2.27791
C -3.82418 -0.31430 1.87699
C -3.21028 -1.20499 0.99739
N -1.93874 -1.07753 0.47081
C -1.62706 -2.04920 -0.33267
C -0.36470 -2.02990 -1.07402
C 0.08682 -3.13647 -1.79393
C 1.26888 -3.05111 -2.50673
C 1.97541 -1.85314 -2.52195
C 1.51335 -0.75158 -1.80970
C 0.35207 -0.82471 -1.05194
H -5.70902 -3.50286 0.63502
H -6.81313 -1.89564 2.14855
H -5.61443 0.10227 2.95810
H -3.27655 0.54966 2.23193
H -0.48414 -4.05899 -1.79291
H 1.63619 -3.90692 -3.05700
H 2.89466 -1.78031 -3.09060
H 2.06603 0.18032 -1.86023
N -0.68517 0.81992 2.64517
C -0.27214 0.37049 3.74162
C 0.50035 1.27482 4.64283
C 1.48347 0.76131 5.48159
C 2.25783 1.62216 6.24659
C 2.05156 2.99264 6.18040
C 1.06485 3.50754 5.34737
C 0.29337 2.65264 4.57875
C -0.58750 -1.03202 4.14343
C -0.51172 -2.06711 3.21400
C -0.88510 -3.35006 3.57941
C -1.33548 -3.60460 4.86826
C -1.40570 -2.57543 5.79652
C -1.03230 -1.28970 5.43757
H 1.65478 -0.30692 5.52034
H 3.02176 1.21981 6.89888
H 2.65429 3.65984 6.78255
H 0.89292 4.57562 5.30573
H -0.48762 3.03681 3.93441
H -0.12396 -1.87093 2.22360
H -0.82016 -4.15380 2.85729
H -1.62715 -4.60744 5.15151
H -1.75206 -2.77294 6.80220
H -1.10286 -0.48356 6.15726
N -1.63931 2.01679 -0.01238
C -2.78308 2.46309 -0.26358
C -3.60871 3.09674 0.79891
C -4.99819 3.06985 0.72579
C -5.75223 3.63289 1.74431
C -5.12544 4.22760 2.83053
C -3.73827 4.24429 2.91072
C -2.98124 3.67574 1.90070
C -3.27448 2.35293 -1.66882
C -2.98925 1.19927 -2.39564
C -3.39310 1.10211 -3.71706
C -4.05666 2.16247 -4.31987
C -4.32476 3.31910 -3.59947
C -3.93937 3.41666 -2.27209
H -5.48839 2.59184 -0.11219
H -6.83242 3.60762 1.68960
H -5.71795 4.67604 3.61701
H -3.24955 4.69979 3.76250
H -1.89871 3.67257 1.95161
H -2.45698 0.38528 -1.91836
H -3.18699 0.19953 -4.27682
H -4.36350 2.08845 -5.35479
H -4.83666 4.14628 -4.07302
H -4.14903 4.31771 -1.70938

=====

The following is a DFT calculation (the ωB97M-V functional and the def2-TZVPD basis) of a molecular structure, C7H13PS.

For the frontier orbital gap (alpha / beta), the calculation gives 7.89 / 6.93 eV. The calculation puts the energy relative to the best compared isomer or geometry (same formula, charge and spin) at 123.7 kcal per mole. The calculation puts the LUMO energy (alpha / beta) at 0.0 / -0.5 eV. The total energy comes out at -1013.85835 Eh. As for the highest occupied orbital energy (alpha / beta): -7.86 / -7.41 eV.

Positions of all 22 atoms, in Å:
C -0.74103 -2.39360 -1.00419
C -0.52228 -0.94786 -1.10408
C 0.82489 -0.41294 -0.46666
C -0.06077 0.29121 0.68319
C -1.30591 -0.51821 0.08760
C 1.57614 0.68091 -1.25188
C 0.22620 -0.04828 2.19630
P -3.42128 1.48302 -0.14531
S -1.70432 -2.15036 0.59850
H -1.20019 -2.88815 -1.91723
H 0.03313 -2.99742 -0.62639
H -0.79618 -0.51358 -2.09443
H 1.58889 -1.18574 -0.05724
H -0.14971 1.35804 0.45697
H 0.82617 1.34034 -1.83098
H 2.16758 0.27963 -1.97424
H 2.24566 1.20155 -0.64110
H -0.44660 0.56660 2.90209
H 1.14605 0.36580 2.48589
H 0.08420 -1.05941 2.31951
H -4.21031 0.60649 -1.02208
H -2.37485 1.56558 -1.08262

=====

What is the energy relative to the best compared isomer or geometry (same formula, charge and spin) in the first record?
20.4 kcal per mole

=====

Among the records above, which one has the highest energy relative to the best compared isomer or geometry (same formula, charge and spin)?
C7H13PS

=====

Among the records above, which one has the highest energy relative to the best compared isomer or geometry (same formula, charge and spin)?
C7H13PS